(1)
{"formula": "C34H46F6N4O18", "method": "ωB97M-V/def2-TZVPD", "species": ["C", "C", "C", "C", "N", "H", "H", "H", "H", "H", "H", "H", "C", "C", "C", "C", "N", "H", "H", "H", "H", "H", "H", "H", "C", "C", "C", "C", "N", "H", "H", "H", "H", "H", "H", "H", "C", "C", "C", "C", "N", "H", "H", "H", "H", "H", "H", "H", "C", "C", "O", "C", "O", "O", "F", "H", "H", "H", "C", "C", "O", "C", "O", "O", "F", "H", "H", "H", "C", "C", "O", "C", "O", "O", "F", "H", "H", "H", "C", "C", "O", "C", "O", "O", "F", "H", "H", "H", "C", "C", "O", "C", "O", "O", "F", "H", "H", "H", "C", "C", "O", "C", "O", "O", "F", "H", "H", "H"], "coordinates": [[-3.30725, -3.97644, -2.83105], [-1.87870, -3.42533, -2.73965], [-1.56001, -2.80358, -1.35512], [-1.81310, -3.67661, -0.19719], [-2.03036, -4.44873, 0.62231], [-3.51191, -4.25250, -3.86769], [-4.01074, -3.15180, -2.69264], [-3.39267, -4.81861, -2.15205], [-1.65873, -2.63841, -3.45971], [-1.19931, -4.25836, -2.93205], [-2.20039, -1.92693, -1.22885], [-0.53625, -2.43198, -1.35901], [3.52069, 4.09850, 0.17184], [2.73844, 3.87582, 1.47471], [3.33501, 2.82607, 2.39428], [4.36487, 3.43153, 3.24262], [5.12621, 3.93561, 3.93739], [4.57521, 3.85436, 0.29000], [3.28340, 5.06744, -0.26098], [3.13649, 3.37743, -0.56103], [1.71848, 3.55846, 1.23971], [2.64273, 4.82456, 2.00450], [3.73810, 1.94198, 1.90441], [2.53551, 2.57902, 3.10084], [-2.45991, 4.93910, 2.64741], [-2.82340, 3.47207, 2.39845], [-2.39650, 2.57647, 3.55742], [-0.94062, 2.53869, 3.75173], [0.19737, 2.47737, 3.87297], [-1.40080, 5.10214, 2.83931], [-3.05750, 5.34086, 3.46867], [-2.74354, 5.53202, 1.77455], [-2.29482, 3.19230, 1.48197], [-3.89094, 3.37563, 2.20829], [-2.70672, 1.54508, 3.36398], [-2.91836, 2.81440, 4.48539], [-1.88086, 3.93043, -1.48419], [-0.93607, 5.00474, -0.97980], [0.45956, 4.87060, -1.59533], [0.47722, 4.68476, -3.03153], [0.44847, 4.51968, -4.16338], [-2.88106, 3.96406, -1.04536], [-1.55386, 2.90683, -1.28164], [-1.98796, 4.03891, -2.56674], [-0.99106, 5.02675, 0.11179], [-1.40093, 5.96477, -1.22868], [0.92370, 3.99381, -1.13457], [1.06534, 5.74666, -1.35483], [2.43853, -6.35839, -0.41065], [2.04187, -5.70581, -1.74007], [1.62557, -4.40946, -1.34837], [1.43408, -4.38341, -0.02235], [1.06291, -3.43779, 0.60827], [1.83376, -5.51243, 0.56321], [1.00489, -6.33778, -2.33260], [3.51735, -6.23055, -0.28446], [2.21574, -7.42039, -0.36822], [2.91480, -5.65768, -2.38807], [-1.34277, 0.71742, -3.24314], [-1.70199, 1.14912, -4.67391], [-2.83939, 1.92440, -4.49427], [-3.44839, 1.56880, -3.33521], [-4.57011, 1.86452, -3.08005], [-2.61177, 0.88135, -2.56894], [-1.97675, 0.01777, -5.40279], [-0.48670, 1.24465, -2.83025], [-1.18467, -0.35540, -3.16454], [-0.86157, 1.66275, -5.13207], [3.81236, -0.03287, -1.56273], [4.17124, -1.54167, -1.55506], [3.35541, -2.03083, -2.59716], [2.34836, -1.17183, -2.83174], [1.41045, -1.40788, -3.52012], [2.62222, 0.02878, -2.30594], [3.83891, -2.10645, -0.36266], [4.61933, 0.43652, -2.13159], [3.86512, 0.31670, -0.53350], [5.18717, -1.78779, -1.84713], [-5.06627, 0.95996, 0.47769], [-4.09833, -0.18204, 0.66426], [-4.19696, -0.82245, -0.57709], [-5.46582, -0.63614, -1.05978], [-5.89889, -1.15358, -2.03304], [-6.03271, 0.40072, -0.39883], [-4.53654, -1.05354, 1.63173], [-4.62223, 1.83418, -0.00272], [-5.54589, 1.23864, 1.41677], [-3.05793, 0.08351, 0.83307], [3.22646, -3.76733, 3.30551], [3.32342, -5.22231, 3.65279], [2.82816, -5.25074, 4.97551], [2.97341, -4.00421, 5.51281], [2.89047, -3.73699, 6.65784], [3.35203, -3.12312, 4.55444], [4.59520, -5.71621, 3.69920], [2.25671, -3.53505, 2.85473], [3.96015, -3.47168, 2.55413], [2.69588, -5.82899, 3.00260], [1.13853, -0.51774, 1.86172], [-0.32461, -0.77114, 1.52487], [-0.40610, -0.21210, 0.21926], [0.53839, 0.70255, 0.06176], [0.50784, 1.59760, -0.73449], [1.37500, 0.69029, 1.13477], [-1.12805, -0.08117, 2.38510], [1.83372, -1.26726, 1.47627], [1.35898, -0.40273, 2.92143], [-0.69239, -1.79491, 1.48236]], "atomic_forces_ev_per_a": [[0.6, 1.2, -0.9], [0.0, -0.5, 0.7], [-0.4, 0.3, -0.3], [0.2, 0.0, -1.0], [0.0, -0.1, 0.4], [0.2, -0.5, 0.1], [-0.2, -0.3, 0.7], [-0.5, 0.1, 0.0], [-0.2, -0.1, -0.2], [0.2, 0.2, 0.0], [0.0, 0.0, 0.0], [0.1, -0.2, 0.3], [-0.9, -1.0, -0.1], [-0.2, 0.3, -0.8], [-0.2, 0.6, 1.1], [0.2, -0.2, -0.1], [0.1, 0.0, 0.0], [0.2, 0.7, 0.0], [0.6, 0.2, 0.1], [0.1, -0.1, 0.0], [0.0, 0.0, -0.1], [0.1, -0.1, 0.2], [-0.2, 0.0, -0.1], [0.1, -0.6, -0.2], [-0.8, 0.2, -0.2], [0.8, 0.7, -0.1], [-0.3, -0.8, -0.1], [-0.5, 0.1, 0.1], [0.2, 0.0, 0.0], [0.0, -0.1, 0.1], [0.2, 0.0, 0.2], [0.1, 0.0, 0.0], [-0.1, -0.4, 0.0], [-0.1, -0.1, 0.1], [0.1, 0.0, -0.1], [0.3, 0.4, 0.1], [-0.4, -0.6, -0.3], [-1.3, 0.4, -0.2], [0.2, 0.1, 1.3], [-0.3, 0.0, 0.2], [0.1, -0.1, -0.5], [0.0, 0.4, 0.0], [0.4, 0.2, 0.0], [-0.2, -0.1, 0.0], [0.9, -0.3, 0.0], [0.3, 0.1, -0.3], [0.2, 0.1, -0.2], [0.1, -0.1, 0.0], [0.9, 0.6, -0.6], [0.4, -0.2, 0.8], [0.0, -0.3, -0.5], [0.3, 0.7, 1.0], [-0.1, 0.0, -0.5], [-0.4, -1.0, 0.2], [0.0, 0.0, -0.2], [0.0, -0.2, 0.0], [-0.6, 0.2, 0.4], [-0.4, 0.2, -0.5], [-0.8, -0.9, -0.5], [1.2, -0.7, 1.2], [0.3, 0.0, -0.9], [-0.5, 0.4, -0.2], [0.1, 0.0, 0.4], [0.6, 0.3, 0.7], [-0.3, 0.2, -0.3], [-0.5, 0.4, 0.4], [0.5, 0.0, -0.4], [-0.5, 0.4, -0.4], [2.3, -1.3, -0.4], [-0.5, 1.0, -1.2], [0.3, -0.8, 0.9], [-0.5, 0.2, -1.2], [-0.1, 0.0, 0.3], [-0.5, 0.5, 1.0], [0.0, -0.4, 0.1], [-0.2, 0.4, 0.1], [-1.0, 0.4, -0.1], [0.2, -0.1, 0.5], [-0.4, 0.2, 0.6], [0.1, 0.0, -0.7], [0.0, -0.7, 0.4], [0.3, 1.3, -1.1], [-0.1, -0.4, 0.6], [-0.3, -0.5, 0.0], [0.2, 0.3, 0.1], [0.2, -0.1, 0.0], [0.0, 0.0, -0.1], [0.0, -0.1, 0.2], [0.0, 0.2, -1.0], [-0.9, -0.4, 0.4], [-0.2, 0.1, -0.3], [0.9, 0.0, 0.2], [-0.4, 0.0, 0.3], [-0.1, 0.2, -0.1], [0.1, 0.2, -0.4], [-0.1, -0.2, 0.2], [0.4, 0.2, 0.5], [0.2, -0.3, 0.2], [0.3, -0.4, 0.1], [0.7, -0.8, -0.2], [-1.0, -1.0, 0.1], [0.0, 2.6, 1.4], [0.5, -0.9, -0.2], [0.4, -0.1, -0.7], [-0.2, 0.3, -0.2], [-0.5, -0.3, -0.1], [-0.3, 0.4, 0.0], [0.3, 0.0, 0.0]], "lumo_energy_ev": -0.3, "homo_energy_ev": -11.3, "orbital_gap_ev": 10.924, "de_lowest_ev": 0.407, "smiles": "O=C1OC[C@@H](F)O1.O=C1OC[C@@H](F)O1.O=C1OC[C@@H](F)O1.O=C1OC[C@@H](F)O1.O=C1OC[C@@H](F)O1.O=C1OC[C@@H](F)O1.CCCC#N.CCCC#N.CCCC#N.CCCC#N", "charge": 0}



(2)
{"formula": "C34H46N2O5RhS2Sb", "method": "ωB97M-V/def2-TZVPD", "species": ["Rh", "S", "C", "N", "C", "C", "C", "C", "C", "C", "S", "H", "H", "H", "H", "N", "C", "C", "O", "O", "H", "H", "H", "H", "H", "C", "C", "C", "C", "C", "C", "C", "C", "C", "C", "O", "O", "H", "H", "H", "H", "H", "H", "H", "H", "H", "H", "H", "C", "Sb", "C", "C", "H", "H", "H", "H", "H", "H", "H", "H", "H", "C", "C", "C", "C", "C", "C", "C", "C", "C", "C", "C", "C", "O", "H", "H", "H", "H", "H", "H", "H", "H", "H", "H", "H", "H", "H", "H", "H", "H", "H"], "coordinates": [[-0.80394, -0.39893, -0.88980], [-1.96294, -2.33583, -1.52250], [-0.83884, -3.60653, -1.48930], [0.25266, -3.65353, -2.18320], [0.89486, -4.84593, -2.05830], [2.07626, -5.19923, -2.70910], [2.63756, -6.42963, -2.44960], [2.03676, -7.32193, -1.56460], [0.85196, -7.00323, -0.92580], [0.28256, -5.76603, -1.17440], [-1.18264, -5.07363, -0.53550], [2.52496, -4.50273, -3.39780], [3.55606, -6.71043, -2.94180], [2.49886, -8.27973, -1.37970], [0.38076, -7.70023, -0.25010], [2.45456, 4.27127, -1.72950], [1.51056, 3.83247, -0.70910], [1.06036, 2.41327, -1.05320], [1.71876, 1.88957, -2.07250], [0.18906, 1.84377, -0.45410], [3.17646, 4.87307, -1.35680], [1.98666, 4.76727, -2.47900], [2.39726, 2.56267, -2.34290], [0.61516, 4.45767, -0.60600], [1.99876, 3.78257, 0.26660], [0.07806, -0.02693, 7.53440], [0.23416, -0.12223, 6.04700], [1.21206, 0.58487, 5.36780], [1.36396, 0.49177, 3.99000], [2.44146, 1.31777, 3.35540], [0.50956, -0.34873, 3.25650], [-0.50414, -1.05513, 3.92970], [-1.48134, -1.96973, 3.25710], [-0.61694, -0.92363, 5.30520], [0.67626, -0.50403, 1.76250], [1.71896, -0.12733, 1.20530], [-0.28334, -1.05333, 1.15260], [0.95396, 0.42507, 7.99290], [-0.07574, -1.01603, 7.96340], [-0.79204, 0.58267, 7.77970], [1.88166, 1.22397, 5.92650], [2.85316, 2.02557, 4.07410], [2.05276, 1.86157, 2.49740], [3.24596, 0.67887, 2.99600], [-0.96454, -2.78633, 2.75600], [-2.05484, -1.44133, 2.49790], [-2.16724, -2.38733, 3.99290], [-1.39664, -1.47123, 5.81660], [3.78516, -0.13583, -1.09440], [1.85766, -1.09123, -1.37030], [2.45356, -2.78403, -0.18390], [2.38706, -1.68293, -3.40860], [4.52436, -0.92953, -1.04780], [3.80146, 0.41587, -0.16450], [4.02176, 0.51637, -1.92670], [3.07226, -3.46053, -0.76400], [1.58646, -3.31093, 0.19070], [3.00806, -2.37523, 0.65300], [3.35476, -2.17243, -3.37970], [2.45886, -0.78133, -4.00640], [1.64066, -2.33723, -3.83950], [-2.13314, 1.71177, 1.79320], [-3.18474, 2.55457, 1.07020], [-4.45164, 1.72727, 0.84140], [-2.66664, 3.10627, -0.23410], [-2.46664, 4.46517, -0.36410], [-2.05354, 5.03077, -1.56290], [-1.89674, 4.22337, -2.68200], [-2.08894, 2.86007, -2.61980], [-2.06424, 2.04327, -3.89090], [-0.97144, 0.97217, -3.92740], [-3.44514, 1.41497, -4.10830], [-2.40324, 2.24537, -1.35610], [-2.47154, 0.97507, -1.24970], [-2.52714, 1.37297, 2.74930], [-1.22744, 2.28597, 1.97350], [-1.87414, 0.83887, 1.18890], [-3.44364, 3.40707, 1.71320], [-4.20084, 0.83757, 0.27060], [-5.19134, 2.30747, 0.29270], [-4.88404, 1.42567, 1.79360], [-2.63494, 5.11187, 0.48760], [-1.89824, 6.09907, -1.63880], [-1.63744, 4.67467, -3.63240], [-1.87204, 2.73087, -4.72430], [-1.10364, 0.25577, -3.10000], [0.01536, 1.42567, -3.84780], [-1.02994, 0.41677, -4.86240], [-3.65154, 0.70727, -3.30960], [-3.47544, 0.89057, -5.06180], [-4.21604, 2.18547, -4.10860]], "atomic_forces_ev_per_a": [[1.6, 1.1, 1.2], [-0.5, 1.8, 0.5], [0.7, -1.1, 0.1], [-0.5, 0.6, -0.2], [0.1, -0.9, 0.6], [-0.1, 0.0, 0.1], [0.1, 0.0, -0.1], [-0.2, -0.1, 0.2], [0.1, -0.2, 0.0], [-0.1, 0.4, -0.2], [0.5, 0.5, -0.5], [0.1, 0.1, -0.1], [0.1, 0.0, -0.1], [0.0, -0.1, 0.0], [0.0, -0.1, 0.1], [0.1, 0.3, -0.1], [-0.2, -0.2, 0.0], [0.4, 0.8, -0.2], [0.0, -0.4, -0.2], [-0.5, -1.2, 0.3], [0.0, -0.1, 0.0], [0.0, 0.1, 0.1], [-0.2, 0.1, 0.2], [0.1, -0.2, 0.0], [0.0, 0.0, -0.1], [0.0, 0.0, -0.1], [0.1, 0.0, -0.1], [-0.1, -0.1, 0.0], [0.0, 0.0, -0.1], [0.2, 0.1, 0.0], [-0.1, -0.2, -0.1], [0.0, 0.1, 0.1], [-0.2, -0.1, -0.1], [0.0, 0.0, 0.0], [1.3, 0.6, 0.5], [0.0, 0.1, -0.3], [-1.7, 0.0, -2.5], [0.0, 0.0, 0.1], [0.0, 0.0, 0.1], [0.0, 0.0, 0.1], [0.1, 0.1, 0.0], [0.0, 0.0, 0.1], [0.1, 0.1, -0.1], [0.1, 0.1, -0.1], [-0.1, -0.1, -0.1], [-0.1, -0.1, 0.1], [0.0, 0.0, 0.0], [-0.1, -0.1, 0.0], [-0.6, 0.3, 0.0], [0.1, -1.0, 0.2], [-0.3, 0.4, -0.2], [-0.5, 0.4, 0.4], [-0.1, -0.3, 0.0], [-0.1, 0.1, 0.2], [0.0, 0.1, -0.1], [0.1, 0.0, -0.1], [-0.2, -0.1, 0.1], [0.1, 0.1, 0.1], [0.2, 0.0, 0.1], [0.1, 0.2, -0.1], [-0.1, 0.0, 0.1], [-0.1, 0.1, -0.1], [0.1, -0.3, 0.0], [0.1, 0.1, 0.1], [0.1, -0.5, -0.5], [0.1, 0.2, -0.3], [0.1, 0.2, -0.1], [0.0, 0.4, 0.2], [0.0, -0.6, 0.6], [-0.1, -0.3, 0.1], [0.0, 0.2, 0.1], [0.1, 0.1, -0.1], [0.4, 2.9, -0.2], [0.1, -3.5, 0.2], [0.0, -0.1, 0.2], [0.1, 0.0, 0.0], [-0.1, 0.1, 0.2], [0.1, -0.1, -0.1], [-0.1, -0.1, -0.1], [-0.1, 0.0, -0.1], [-0.1, 0.0, 0.1], [-0.1, 0.0, 0.1], [0.0, 0.1, 0.0], [0.0, 0.0, -0.1], [0.0, 0.0, 0.1], [0.0, 0.1, -0.4], [0.1, -0.1, 0.0], [0.1, -0.2, 0.0], [-0.1, -0.1, 0.0], [-0.1, -0.1, -0.1], [0.0, 0.0, 0.0]], "lumo_energy_ev": [-2.0, -1.7], "homo_energy_ev": [-7.0, -7.0], "orbital_gap_ev": [5.021, 5.226], "charge": 0}



F_max, record by record: 2.97 3.54 eV/A